1.
An isolated ion of composition C16H35BFN3O8P and charge -1 at a distorted geometry, computed with ωB97M-V/def2-TZVPD.

Last column: Löwdin charge in e.
CARTESIAN COORDINATES (ANGSTROEM)
1 P 0.95929 -0.19124 2.38087  0.59
2 F 1.02510 -1.92628 -2.83121  -0.04
3 O -0.02009 0.26977 -1.38395  0.05
4 O -6.59301 1.31608 -0.83008  0.09
5 O 1.50745 -1.70128 2.15348  -0.16
6 O -0.27390 -0.24560 3.39901  -0.14
7 O -1.16698 -2.81759 0.58705  -0.14
8 O -4.96702 2.71931 -0.51431  0.11
9 O 4.30797 0.66704 -1.38066  -0.04
10 O -0.94507 0.09964 0.71615  -0.04
11 N -1.12722 2.38250 1.95873  0.03
12 N 5.46220 2.38683 0.43055  -0.01
13 N 2.12492 0.66194 3.01511  -0.18
14 C -1.51232 -2.71005 -0.79575  -0.24
15 C 0.13283 2.12699 1.23156  -0.21
16 C -3.21383 1.24985 -2.24214  -0.21
17 C -2.12694 -1.36810 -1.17302  -0.05
18 C -2.40070 1.26485 -0.92161  -0.09
19 C -0.32484 -3.92192 0.79562  -0.31
20 C -5.49018 1.64997 -1.10374  -0.57
21 C 3.44180 1.31515 -0.43333  -0.37
22 C 0.34671 0.60787 0.85591  -0.38
23 C 1.07528 0.34725 -0.51272  -0.38
24 C -4.68832 0.84727 -2.08934  -0.11
25 C 2.02481 1.44314 -0.99051  -0.05
26 C -0.44778 -4.39220 2.24453  -0.07
27 C 2.09128 -1.38432 -2.14081  -0.18
28 C 4.05713 2.63914 -0.02168  -0.21
29 C 1.73469 -1.03963 -0.70836  -0.09
30 B -1.31934 -0.00872 -0.74189  -0.76
31 H 0.73547 -3.71129 0.60963  0.10
32 H -0.88580 2.39356 2.94927  0.06
33 H -5.18761 0.96877 -3.04997  0.12
34 H -1.06796 0.14082 2.98068  0.07
35 H 2.96102 0.09616 3.11473  -0.05
36 H -3.05496 1.18724 -0.06172  0.09
37 H 5.49325 1.44753 0.81412  0.05
38 H 4.13700 3.34537 -0.84627  0.11
39 H -4.81063 -0.19498 -1.81249  0.11
40 H 0.47931 -4.87942 2.53744  0.06
41 H 2.60372 -1.21109 -0.07137  0.10
42 H 2.84380 -2.17588 -2.10511  0.11
43 H 0.06685 2.67540 0.29698  0.10
44 H -0.65447 -2.93567 -1.43215  0.10
45 H 1.89275 -2.04642 2.97053  0.08
46 H -3.24818 2.27637 -2.61986  0.10
47 H -0.61534 -4.71233 0.09461  0.11
48 H 3.54161 3.08284 0.82850  0.11
49 H 1.66931 2.43427 -0.71383  0.11
50 H 3.40648 0.68935 0.46115  0.12
51 H -2.21735 -1.38811 -2.25959  0.10
52 H 0.99256 2.53670 1.76474  0.09
53 H -3.12443 -1.28599 -0.74206  0.10
54 H 2.08066 1.45290 -2.07254  0.13
55 H 4.70298 -0.09378 -0.94332  0.09
56 H 2.52828 -0.57138 -2.70705  0.10
57 H -1.82599 2.19149 -0.90362  0.09
58 H 1.00463 -1.77724 -0.38684  0.10
59 H -1.24431 -5.13170 2.28777  0.06
60 H -5.53746 2.95824 0.22797  0.13
61 H -2.26531 -3.49324 -0.99346  0.11
62 H -2.75872 0.65078 -3.02939  0.10
63 H 5.69088 2.99464 1.20885  0.05
64 H -1.37489 3.34468 1.75377  0.07
65 H -0.63107 -3.54616 2.89639  0.07

The calculation puts the strongest force on any atom at 2.80 eV Å⁻¹. The calculated total energy is -1863.0663 Ha. Its total charge is -1.



2.
A 4-piece molecular cluster, C16H35BrF3INO13PS3 overall at a distorted geometry, computed with ωB97M-V/def2-TZVPD.

Last column: Löwdin charge in e.
CARTESIAN COORDINATES (ANGSTROEM)
1 I 2.68369 -6.94056 -2.85126  0.46
2 Br 2.83963 -1.55777 -6.13171  0.73
3 S -1.27802 7.39012 -0.92765  0.60
4 S -0.88613 1.74541 3.67678  0.61
5 S -2.27733 -4.75407 2.34536  0.60
6 P 2.22255 -4.83392 -1.59136  0.61
7 F -2.07378 -2.03153 -3.18926  0.08
8 F -1.21605 -0.03204 -3.97337  0.06
9 F -1.35352 -0.36690 -1.69840  0.06
10 O -0.02080 0.81873 2.99285  -0.29
11 O 1.68969 -4.40957 -4.97689  0.03
12 O -0.64283 3.16354 3.65613  -0.28
13 O -2.68447 -3.95689 1.21688  -0.29
14 O -1.36877 -5.86001 2.20264  -0.28
15 O 0.04461 7.01373 -1.35451  -0.28
16 O 1.07166 -0.90943 -1.84430  -0.05
17 O 3.78586 -3.70288 -4.40645  -0.10
18 O -2.41295 1.46726 3.22379  -0.26
19 O -1.72930 -3.77077 3.50706  -0.26
20 O 3.69995 -4.43584 -0.80902  -0.39
21 O -2.44326 6.64685 -1.32722  -0.28
22 O -1.28170 7.54709 0.68198  -0.27
23 N 1.96449 -3.50153 -2.75313  -0.23
24 C -0.41265 -3.23269 3.37324  -0.26
25 C 4.22897 -1.30797 -3.59057  -0.26
26 C -1.33037 6.36205 1.47974  -0.26
27 C -1.51874 9.09648 -1.32926  -0.13
28 C 0.51467 -3.14950 -2.70611  -0.19
29 C 5.28287 -1.76217 -2.46175  -0.10
30 C -1.04060 1.21376 5.35722  -0.12
31 C -2.84431 1.95597 1.95119  -0.25
32 C 2.40868 -3.88690 -4.09476  -0.61
33 C -0.00671 5.62026 1.47300  -0.07
34 C 0.39534 -1.55927 -2.94632  -0.20
35 C -1.11798 -1.02046 -2.94388  -0.33
36 C 4.08594 -2.34620 -4.80234  -0.65
37 C -0.35151 -2.15119 2.31089  -0.08
38 C -2.26992 1.13510 0.81202  -0.08
39 C -3.73554 -5.31099 3.17836  -0.12
40 H -0.55478 -2.56111 1.31845  0.06
41 H 5.11795 -2.38704 -5.31380  0.13
42 H -0.73337 9.68511 -0.85670  0.07
43 H -1.55770 6.67537 2.50232  0.12
44 H -0.14514 -2.79797 4.34032  0.12
45 H 0.30797 -4.03002 3.16854  0.12
46 H -4.29389 -5.93616 2.48120  0.08
47 H -1.71656 1.88616 5.88353  0.08
48 H -3.93467 1.87848 1.93149  0.13
49 H -2.49145 0.07449 0.95416  0.08
50 H -1.41495 0.19070 5.37139  0.07
51 H -2.67819 1.45983 -0.14670  0.08
52 H -2.59503 3.01579 1.84257  0.11
53 H -2.50380 9.40853 -0.98523  0.07
54 H 5.55167 -2.87363 -2.51008  0.07
55 H 0.80945 6.28664 1.76254  0.09
56 H 4.40989 -4.54611 -1.49231  0.03
57 H 0.22727 5.23776 0.47719  0.07
58 H 0.90974 -1.35604 -3.95868  0.13
59 H -2.14872 5.71388 1.15199  0.11
60 H -0.03525 4.77071 2.15797  0.05
61 H -1.10135 -1.38156 2.50163  0.06
62 H 0.14871 -3.33749 -1.62488  0.11
63 H 4.82286 -1.46346 -1.45053  0.09
64 H -0.04784 1.25103 5.80651  0.08
65 H -4.33414 -4.44559 3.46014  0.07
66 H 0.63627 -1.68765 2.28381  0.08
67 H 0.87694 -1.41356 -1.02009  0.10
68 H -1.18355 1.23391 0.76098  0.07
69 H -3.44685 -5.89037 4.05417  0.07
70 H -0.15942 -3.77617 -3.37509  0.14
71 H -1.45137 9.19175 -2.41322  0.08
72 H 3.20256 -1.00668 -3.17255  0.09
73 H 4.65583 -0.33829 -4.05081  0.11
74 H 6.22954 -1.11657 -2.56982  0.08

The calculation puts the strongest force on any atom at 4.80 eV Å⁻¹. As for the SMILES: CC[C@H](Br)OC(=O)N(C[C@H](O)C(F)(F)F)P(O)I.CCOS(C)(=O)=O.CCOS(C)(=O)=O.CCOS(C)(=O)=O. The calculated total energy is -6370.6889 Ha.



3.
A 3-piece molecular cluster, C16H35BrN4O5P overall, computed with ωB97M-V/def2-TZVPD.

Last column: Löwdin charge in e.
CARTESIAN COORDINATES (ANGSTROEM)
1 Br 4.85884 4.91049 -0.66426  0.47
2 P 3.63866 3.08676 -0.98346  0.65
3 O 4.81357 2.05599 -1.39587  -0.33
4 O -1.47537 -3.67495 2.55154  -0.01
5 O 4.49470 2.93462 1.89038  -0.18
6 O -3.01554 -2.66842 -1.21934  -0.11
7 O -2.66997 -4.85857 1.07226  0.09
8 N 1.97439 3.93477 -4.54143  0.17
9 N 3.91136 4.20897 -3.55726  0.05
10 N 0.84992 2.76142 -2.86622  0.10
11 N 3.11479 3.53877 -2.64537  -0.19
12 C 4.48084 1.72124 2.65762  -0.31
13 C -0.56459 1.10365 -1.68069  -0.15
14 C 1.92784 3.37683 -3.30906  -0.35
15 C 3.18685 4.41704 -4.64694  -0.10
16 C -1.60621 -4.50448 1.51551  -0.55
17 C -1.48092 -0.31168 1.43642  -0.19
18 C -2.51130 -0.58906 2.54224  -0.19
19 C -2.67457 -3.10459 3.13455  -0.14
20 C -2.12976 0.03588 0.06980  -0.20
21 C 5.71257 1.58179 3.52559  -0.08
22 C -5.43558 -2.89958 -1.40471  -0.08
23 C -0.26503 -4.95586 1.01622  0.03
24 C -1.61960 1.33162 -0.57282  -0.18
25 C 0.65540 2.03868 -1.60722  -0.19
26 C -4.12460 -2.61118 -2.10949  -0.31
27 C -3.23692 -1.93507 2.33545  -0.16
28 H 5.30638 2.92773 1.37034  0.02
29 H -0.85973 -1.20543 1.32300  0.10
30 H -1.99848 -0.57836 3.51019  0.11
31 H -3.97750 -3.30769 -2.94157  0.11
32 H -3.25372 0.21393 2.55025  0.11
33 H 4.38134 0.85877 1.99037  0.11
34 H 3.56618 4.93363 -5.51696  0.15
35 H 0.06527 2.80444 -3.50251  0.16
36 H -6.27556 -2.82379 -2.09678  0.08
37 H -3.21363 0.07789 0.20225  0.11
38 H 0.26830 -5.48590 1.80611  0.09
39 H -5.59141 -2.19324 -0.58798  0.07
40 H -1.03670 1.21917 -2.66057  0.11
41 H 5.66333 0.66923 4.11934  0.08
42 H 0.52786 2.76223 -0.79654  0.11
43 H -1.94637 -0.81549 -0.58425  0.08
44 H -5.43127 -3.90631 -0.98288  0.08
45 H -3.41496 -3.89540 3.26783  0.13
46 H 5.70906 2.41210 -1.47245  0.05
47 H 0.33252 -4.09390 0.71736  0.09
48 H 4.85813 4.47128 -3.33160  0.11
49 H -2.34175 -2.78139 4.12263  0.13
50 H -0.21722 0.06939 -1.63840  0.12
51 H -0.41324 -5.61973 0.16644  0.09
52 H -0.82438 0.50160 1.76600  0.10
53 H 1.56281 1.46222 -1.41182  0.08
54 H -4.12219 -1.59917 -2.51909  0.11
55 H 5.80139 2.43251 4.20082  0.08
56 H -1.20032 1.98856 0.19458  0.10
57 H -2.98691 -3.55655 -0.83038  0.06
58 H -3.17855 -2.19665 1.27762  0.09
59 H -4.29797 -1.84493 2.58245  0.12
60 H 3.57995 1.78045 3.26580  0.12
61 H -2.46791 1.85768 -1.01768  0.11
62 H 6.61749 1.53604 2.91460  0.08

The calculation puts the strongest force on any atom at 0.57 eV Å⁻¹. The calculated total energy is -4141.0580 Ha. Its total charge is +1.